C22H37N2O4PSiV | wB97M-V/def2-TZVPD

Each line ends with the Löwdin charge.
Cartesian coordinates (Å):
V -0.0710 0.6750 -0.9041  0.81
C 1.9231 -1.2239 -4.0589  -0.06
C 0.9977 -1.1052 -5.1110  -0.06
C -0.2114 -0.5005 -4.8836  -0.01
C -0.5057 -0.0108 -3.6108  -0.19
N 0.3942 -0.1265 -2.5954  -0.04
C 1.5869 -0.7366 -2.8304  -0.09
C -1.7084 0.6997 -3.2150  -0.19
C -2.8555 0.8692 -3.9897  -0.01
C -3.9325 1.5396 -3.4678  -0.06
C -3.8589 2.0492 -2.1588  -0.06
C -2.7128 1.8648 -1.4459  -0.09
N -1.6373 1.1963 -1.9442  -0.04
H 2.8861 -1.6939 -4.2054  0.11
H 1.2396 -1.4816 -6.0970  0.11
H -0.9333 -0.3899 -5.6827  0.11
H 2.2579 -0.8021 -1.9854  0.13
H -2.8921 0.4591 -4.9905  0.11
H -4.8323 1.6692 -4.0566  0.11
H -4.6883 2.5800 -1.7124  0.11
H -2.6155 2.2392 -0.4368  0.11
C -1.0491 -1.0411 4.7500  -0.03
C -0.1588 -0.5165 3.6453  -0.60
C 1.2386 -1.1076 3.7430  -0.03
C -0.1106 1.0022 3.6477  -0.02
O -0.8339 -0.9519 2.4164  -0.14
P -0.1786 -1.1300 1.0007  0.24
O 0.8622 -0.0419 0.7342  -0.34
O -1.2607 -1.0742 -0.0388  -0.28
O 0.6159 -2.4847 1.0335  -0.15
C 0.0379 -3.8085 0.7878  -0.61
C 1.0959 -4.7717 1.2787  -0.03
C -1.2585 -3.9767 1.5665  -0.03
C -0.1815 -3.9537 -0.7068  -0.03
H -0.6602 -0.7288 5.7216  0.09
H -1.0906 -2.1327 4.7230  0.08
H -2.0628 -0.6529 4.6355  0.09
H 1.6962 -0.7703 4.6751  0.10
H 1.8752 -0.7849 2.9160  0.08
H 1.2005 -2.1988 3.7467  0.08
H 0.3131 1.3577 4.5898  0.10
H -1.1180 1.4113 3.5441  0.09
H 0.5063 1.3753 2.8303  0.06
H 1.2608 -4.6457 2.3508  0.09
H 2.0395 -4.5931 0.7591  0.09
H 0.7794 -5.7998 1.0908  0.09
H -1.0823 -3.8667 2.6394  0.08
H -1.6573 -4.9759 1.3809  0.09
H -2.0111 -3.2460 1.2597  0.08
H 0.7597 -3.8022 -1.2401  0.09
H -0.9092 -3.2244 -1.0670  0.08
H -0.5477 -4.9580 -0.9262  0.09
C 2.6617 2.7088 1.1552  -0.19
Si 1.4307 3.4889 -0.0088  0.35
C -0.1538 3.8267 0.9368  -0.19
C 2.1704 5.1278 -0.4991  -0.20
C 1.0658 2.3846 -1.4211  -0.33
H 3.6686 2.7731 0.7249  0.03
H 2.4375 1.6554 1.3346  0.00
H 2.6770 3.2298 2.1202  0.03
H 0.0447 4.3195 1.8952  0.03
H -0.6933 2.8960 1.1642  0.00
H -0.8243 4.4698 0.3539  0.03
H 2.4345 5.7229 0.3849  0.03
H 1.4777 5.7188 -1.1119  0.03
H 3.0824 4.9658 -1.0845  0.03
H 2.0319 2.0744 -1.8484  0.01
H 0.5472 2.9595 -2.2013  0.01

Calculated values
Highest occupied orbital energy (alpha / beta) ... -5.862 / -7.966 eV
Spin multiplicity ... 4
⟨S²⟩ ... 3.781
Frontier orbital gap (alpha / beta) ... 5.961 / 7.620 eV
Total charge ... 0
Electronic energy ... -2846.0425 hartree
LUMO energy (alpha / beta) ... 0.1 / -0.3 eV